{"formula": "C5H4", "method": "the ωB97M-V functional and the def2-TZVPD basis", "gap_ev": 10.06, "smiles": "C#CC=C=C", "e_lumo_ev": 0.9, "charge": 0, "total_energy_ev": -5245.9070, "elements": ["C", "C", "C", "C", "C", "H", "H", "H", "H"], "xyz": [[-2.54122, -0.47160, 0.10066], [-1.46825, 0.00197, -0.17028], [-0.21550, 0.55404, -0.57352], [0.93004, 0.10408, -0.13294], [2.06299, -0.16642, 0.43499], [-3.48893, -0.89153, 0.34570], [-0.20573, 1.30286, -1.35866], [2.72165, -0.97840, 0.10349], [2.20495, 0.54500, 1.25057]], "atomic_forces_ev_per_a": [[0.330, 0.183, -0.039], [-0.579, -0.195, 0.028], [0.042, -0.247, -0.343], [-0.117, 0.036, -0.105], [-0.383, 0.166, -0.149], [0.092, 0.043, 0.000], [-0.097, 0.041, 0.046], [-0.151, 0.570, 0.444], [0.861, -0.598, 0.117]]}